(1)
{
  "formula": "C14H28ClINOP2Pd",
  "method": "ωB97M-V with the def2-TZVPD basis set",
  "species": ["C", "C", "H", "H", "H", "O", "I", "Pd", "P", "C", "C", "H", "H", "H", "H", "H", "H", "C", "H", "H", "H", "P", "C", "C", "H", "H", "H", "C", "H", "H", "H", "H", "H", "H", "Cl", "N", "C", "C", "C", "C", "C", "C", "H", "H", "H", "H", "H", "H", "H"],
  "positions_angstrom": [[-1.16724, 0.14326, -2.42684], [-1.31412, -0.72830, -1.24282], [-2.16149, 0.38484, -2.81693], [-0.53072, -0.29178, -3.21584], [-0.71914, 1.09491, -2.13332], [-2.27224, -1.46756, -1.03315], [0.87248, -1.86302, 2.17273], [-0.29035, 0.36416, 0.49345], [0.15764, 2.52748, 0.66884], [-1.00987, 3.36441, 1.80151], [1.83790, 2.86683, 1.32453], [1.96687, 3.93489, 1.55133], [0.05439, 4.59512, -0.59056], [2.56392, 2.54867, 0.56745], [0.82808, 3.26189, -1.52593], [-0.87611, 2.99728, 2.82911], [1.98478, 2.27416, 2.23498], [0.00889, 3.52865, -0.85080], [-0.83121, 4.44860, 1.77743], [-0.95616, 3.30529, -1.32189], [-2.04301, 3.17141, 1.46852], [0.43469, -2.28082, -0.60608], [-0.71143, -3.54689, 0.10022], [0.19851, -2.80389, -2.34439], [2.79760, -2.10210, -1.00666], [2.27528, -3.83144, -0.99775], [2.52021, -2.94162, 0.54100], [2.18412, -2.85732, -0.50269], [0.86082, -2.19737, -2.96742], [0.47566, -3.86554, -2.38310], [-0.48195, -4.51055, -0.37129], [-1.72739, -3.20927, -0.14899], [-0.85048, -2.68798, -2.63846], [-0.62524, -3.62919, 1.18746], [1.62992, 0.43080, -0.95169], [-2.21146, 0.00100, 1.47628], [-2.23762, -0.64638, 2.74584], [-1.57888, -0.00862, 3.79895], [-1.45031, -0.69983, 5.02219], [-1.86654, -2.02348, 5.12751], [-2.47735, -2.67490, 4.03521], [-2.71225, -1.95421, 2.85607], [-2.49494, 0.97575, 1.56725], [-2.87609, -0.41080, 0.83061], [-1.23214, 1.01093, 3.64801], [-1.00176, -0.17848, 5.87384], [-1.70471, -2.59144, 6.04953], [-2.72130, -3.73063, 4.08695], [-3.27168, -2.39798, 2.03608]],
  "nbo_charge": [-0.78, 0.46, 0.29, 0.31, 0.26, -0.48, 0.32, 0.48, 1.15, -0.96, -0.95, 0.29, 0.29, 0.28, 0.28, 0.24, 0.25, -0.95, 0.30, 0.26, 0.24, 1.16, -0.99, -0.95, 0.29, 0.28, 0.25, -0.97, 0.27, 0.28, 0.29, 0.28, 0.25, 0.23, -0.36, -0.82, 0.43, -0.21, -0.17, 0.03, -0.11, -0.27, 0.44, 0.44, 0.25, 0.28, 0.28, 0.28, 0.27],
  "relative_energy_kcal_mol": 25.3,
  "largest_force_ev_per_a": 4.35,
  "gap_ha": [0.20946, 0.18457],
  "charge": 3,
  "homo_ev": [-16.8638, -18.9466],
  "spin_multiplicity": 5
}

***

(2)
{
  "formula": "C42H84O42",
  "method": "ωB97M-V with the def2-TZVPD basis set",
  "species": ["C", "O", "C", "O", "O", "C", "H", "H", "H", "H", "H", "H", "C", "O", "C", "O", "O", "C", "H", "H", "H", "H", "H", "H", "C", "O", "C", "O", "O", "C", "H", "H", "H", "H", "H", "H", "C", "O", "C", "O", "O", "C", "H", "H", "H", "H", "H", "H", "C", "O", "C", "O", "O", "C", "H", "H", "H", "H", "H", "H", "C", "O", "C", "O", "O", "C", "H", "H", "H", "H", "H", "H", "C", "O", "C", "O", "O", "C", "H", "H", "H", "H", "H", "H", "C", "O", "C", "O", "O", "C", "H", "H", "H", "H", "H", "H", "C", "O", "C", "O", "O", "C", "H", "H", "H", "H", "H", "H", "C", "O", "C", "O", "O", "C", "H", "H", "H", "H", "H", "H", "C", "O", "C", "O", "O", "C", "H", "H", "H", "H", "H", "H", "C", "O", "C", "O", "O", "C", "H", "H", "H", "H", "H", "H", "C", "O", "C", "O", "O", "C", "H", "H", "H", "H", "H", "H", "C", "O", "C", "O", "O", "C", "H", "H", "H", "H", "H", "H"],
  "positions_angstrom": [[24.89515, -2.67031, -21.72706], [23.86450, -2.94032, -20.82132], [24.19131, -3.22829, -19.51683], [23.26037, -3.61520, -18.79181], [25.53765, -2.89908, -19.16897], [26.04608, -3.01239, -17.87706], [24.63621, -2.47527, -22.76774], [25.57803, -3.51981, -21.73751], [25.40793, -1.80054, -21.31637], [25.50039, -2.23710, -17.33925], [27.11834, -2.92191, -17.70334], [25.65583, -3.89329, -17.36731], [26.98755, 5.51435, -19.04975], [25.55482, 5.53411, -18.96730], [24.78769, 4.33040, -19.07226], [25.31649, 3.21750, -19.14018], [23.43402, 4.60578, -19.18206], [22.55079, 3.52019, -19.47265], [27.34710, 5.11207, -19.99685], [27.48981, 4.85030, -18.34629], [27.25710, 6.54709, -18.82864], [22.62679, 2.59771, -18.89701], [22.73115, 3.24407, -20.51155], [21.51843, 3.86824, -19.43823], [9.78877, -2.03768, -26.69415], [8.42028, -1.58436, -26.73625], [7.80620, -1.51444, -27.90698], [8.21833, -1.98991, -28.95424], [6.67616, -0.92423, -27.66881], [5.58161, -1.12344, -28.56947], [10.08492, -2.25436, -25.66777], [10.38762, -1.25771, -27.16440], [9.87408, -2.91336, -27.33759], [5.50992, -2.17495, -28.84756], [5.70230, -0.56393, -29.49710], [4.66871, -0.87645, -28.02753], [9.46489, -19.20815, -24.41719], [10.17430, -18.12915, -24.98225], [9.90443, -16.89646, -24.54229], [9.13524, -16.57216, -23.61936], [10.62950, -16.18686, -25.28279], [10.81193, -14.82752, -25.10269], [9.73307, -19.28966, -23.36386], [9.86231, -20.10611, -24.89029], [8.37746, -19.21275, -24.49189], [11.69126, -14.71530, -24.46843], [9.91394, -14.31622, -24.75587], [11.02825, -14.22601, -25.98559], [17.08607, 5.22746, -26.04794], [17.73620, 4.12625, -26.58208], [18.25958, 3.12261, -25.77777], [18.11608, 3.00286, -24.55224], [18.82398, 2.26778, -26.57906], [19.65649, 1.19235, -26.18651], [16.28249, 4.91604, -25.38057], [16.88476, 5.96799, -26.82201], [17.82701, 5.73750, -25.43234], [19.77196, 0.47759, -27.00130], [19.20578, 0.52101, -25.45556], [20.60262, 1.60760, -25.83939], [7.74847, -6.59530, -20.46741], [8.56032, -7.65534, -20.03756], [7.98804, -8.86301, -19.65109], [6.74948, -9.04296, -19.50689], [9.03353, -9.77878, -19.41825], [8.79974, -11.21341, -19.11602], [8.28881, -5.67599, -20.69323], [7.04830, -6.30274, -19.68492], [7.16683, -6.91375, -21.33248], [8.06986, -11.30694, -18.31188], [9.71549, -11.74724, -18.86201], [8.34108, -11.72230, -19.96382], [14.26593, -7.25774, -22.74213], [14.40886, -6.15264, -21.85033], [15.45905, -5.28613, -22.06754], [16.12866, -5.18261, -23.09766], [15.55222, -4.53670, -20.95446], [16.43483, -3.44281, -20.94160], [14.97491, -8.03354, -22.45303], [14.47606, -7.14647, -23.80588], [13.27068, -7.70146, -22.71583], [16.23776, -2.80434, -21.80277], [17.49182, -3.69063, -21.03880], [16.35917, -2.89148, -20.00437], [18.09851, -6.78555, -14.94312], [17.58558, -5.56417, -14.45446], [16.28199, -5.15493, -14.64272], [15.97473, -4.06149, -14.21984], [15.51089, -6.13406, -15.24985], [14.20295, -5.84639, -15.59087], [17.41735, -7.63549, -14.98468], [18.91634, -7.04968, -14.27269], [18.53273, -6.75291, -15.94236], [13.64062, -5.99354, -14.66879], [13.83751, -6.72898, -16.11585], [14.04653, -4.91273, -16.13116], [16.38304, -13.37578, -19.60435], [17.02166, -13.96769, -20.72129], [16.35788, -14.86667, -21.45831], [15.26136, -15.37313, -21.25570], [17.21770, -15.24072, -22.41847], [16.84623, -16.14002, -23.46796], [17.02121, -12.59529, -19.19001], [16.29882, -14.03281, -18.73872], [15.34389, -13.12316, -19.81513], [16.29003, -15.63002, -24.25449], [16.24245, -16.96455, -23.08889], [17.74532, -16.61741, -23.85762], [10.90535, 0.86367, -15.34195], [10.04488, 0.00987, -14.69245], [9.28826, -0.75509, -15.38745], [9.07063, -0.77571, -16.64194], [8.61092, -1.44745, -14.41514], [7.82652, -2.57405, -14.61670], [11.64083, 0.28631, -15.90216], [11.50226, 1.46989, -14.66056], [10.34803, 1.54603, -15.98373], [7.03204, -2.39484, -15.34112], [7.33416, -2.86439, -13.68860], [8.39607, -3.45314, -14.91828], [11.48234, -10.11864, -31.12633], [10.46376, -9.11820, -31.37962], [9.66965, -8.76385, -30.31919], [10.07696, -8.83281, -29.15215], [8.48309, -8.31358, -30.79609], [7.40022, -8.04141, -29.95649], [12.18343, -9.71498, -30.39583], [12.17671, -10.27837, -31.95122], [11.10728, -11.10250, -30.84447], [6.64834, -7.90480, -30.73376], [7.58918, -7.17265, -29.32590], [7.01451, -8.85404, -29.34089], [24.22577, 3.69947, -10.56496], [23.94763, 2.68474, -11.64096], [22.79198, 2.01606, -11.53848], [22.05468, 1.92149, -10.50741], [22.50426, 1.52868, -12.75440], [21.20497, 0.99852, -12.97209], [23.36540, 4.03197, -9.98418], [24.79918, 4.53801, -10.96013], [24.90440, 3.23182, -9.85161], [21.20896, 0.35743, -13.85361], [20.45290, 1.77527, -13.11044], [20.78798, 0.35882, -12.19427], [19.18239, -10.15621, -27.00704], [19.14126, -10.91183, -28.24655], [18.00378, -11.57952, -28.47627], [17.06339, -11.68572, -27.70305], [17.97339, -12.08072, -29.76269], [19.07285, -12.05167, -30.62121], [18.50746, -9.30033, -26.99904], [20.13975, -9.66654, -26.82871], [18.97352, -10.88489, -26.22379], [18.96365, -12.67897, -31.50590], [19.92944, -12.49328, -30.11196], [19.28759, -11.07055, -31.04474], [20.02886, -5.06539, -33.71130], [19.10396, -5.71765, -32.85945], [18.40057, -4.93522, -32.04121], [18.60787, -3.74054, -31.87561], [17.48302, -5.72378, -31.44821], [16.60185, -5.19069, -30.50398], [20.51280, -5.82183, -34.32913], [20.83639, -4.49540, -33.25184], [19.36753, -4.44879, -34.32003], [15.64219, -4.86502, -30.90534], [16.96389, -4.33742, -29.93042], [16.30571, -5.92645, -29.75628]],
  "mulliken_charge": [-0.55, -0.28, 0.69, -0.55, -0.30, -0.62, 0.24, 0.27, 0.25, 0.29, 0.26, 0.30, -0.59, -0.29, 0.70, -0.55, -0.27, -0.63, 0.28, 0.29, 0.23, 0.29, 0.29, 0.25, -0.61, -0.31, 0.82, -0.58, -0.30, -0.65, 0.21, 0.29, 0.31, 0.31, 0.28, 0.24, -0.67, -0.30, 0.82, -0.60, -0.28, -0.66, 0.30, 0.24, 0.29, 0.27, 0.32, 0.26, -0.63, -0.28, 0.75, -0.58, -0.28, -0.63, 0.28, 0.24, 0.29, 0.25, 0.31, 0.29, -0.62, -0.23, 0.65, -0.56, -0.26, -0.59, 0.24, 0.28, 0.28, 0.29, 0.24, 0.29, -0.70, -0.25, 0.72, -0.57, -0.25, -0.64, 0.30, 0.31, 0.26, 0.29, 0.29, 0.23, -0.62, -0.32, 0.75, -0.53, -0.30, -0.67, 0.28, 0.27, 0.28, 0.31, 0.26, 0.29, -0.65, -0.29, 0.80, -0.58, -0.31, -0.64, 0.25, 0.30, 0.30, 0.28, 0.32, 0.24, -0.65, -0.26, 0.75, -0.59, -0.28, -0.64, 0.30, 0.24, 0.30, 0.30, 0.24, 0.28, -0.66, -0.29, 0.73, -0.56, -0.28, -0.61, 0.30, 0.27, 0.29, 0.23, 0.28, 0.30, -0.64, -0.30, 0.79, -0.60, -0.27, -0.67, 0.32, 0.26, 0.28, 0.26, 0.29, 0.30, -0.58, -0.33, 0.78, -0.56, -0.32, -0.59, 0.28, 0.23, 0.29, 0.26, 0.29, 0.26, -0.64, -0.29, 0.78, -0.56, -0.27, -0.70, 0.22, 0.28, 0.31, 0.29, 0.32, 0.26],
  "relative_energy_kcal_mol": 219.8,
  "largest_force_ev_per_a": 5.33,
  "gap_ha": 0.39473,
  "homo_ev": -10.5909,
  "spin_multiplicity": 1
}

***

(3)
{
  "formula": "C3H5BrN4",
  "method": "ωB97M-V with the def2-TZVPD basis set",
  "species": ["C", "C", "C", "N", "N", "N", "N", "Br", "H", "H", "H", "H", "H"],
  "positions_angstrom": [[1.37244, -1.00927, -0.49565], [0.75885, 0.89193, 0.13321], [-1.89842, -1.39830, 0.08809], [2.48107, -0.31595, -0.35339], [2.17821, 0.89999, 0.11070], [0.25072, -0.34515, -0.31984], [0.05557, 1.98483, 0.56019], [-3.18696, -0.03931, 0.06301], [1.49706, -1.97455, -0.82211], [-1.34823, -1.79966, 0.98801], [-1.89034, -1.96488, -0.85049], [0.66992, 2.83843, 0.48001], [-0.93990, 2.23188, 0.41828]],
  "nbo_charge": [0.21, 0.51, -0.46, -0.24, -0.27, -0.51, -0.72, 0.03, 0.19, 0.21, 0.19, 0.41, 0.43],
  "relative_energy_kcal_mol": 99.9,
  "largest_force_ev_per_a": 4.29,
  "gap_ha": [0.35921, 0.18931],
  "homo_ev": [-9.2689, -7.4703],
  "spin_multiplicity": 1
}

***

(4)
{
  "formula": "C8H8",
  "method": "ωB97M-V with the def2-TZVPD basis set",
  "species": ["C", "C", "C", "C", "C", "C", "C", "C", "H", "H", "H", "H", "H", "H", "H", "H"],
  "positions_angstrom": [[2.38373, -0.40674, -0.42783], [2.19595, 0.50202, 0.48932], [-1.51793, -1.22555, 0.68413], [-1.00964, -1.01692, -0.70024], [1.02891, -0.27212, 0.11663], [-0.06526, -1.19888, 0.47201], [-0.27066, 0.21587, -0.55418], [-0.79400, 1.59444, -0.17042], [3.06684, -1.00232, -1.21329], [2.77249, 1.17738, 1.10413], [-2.08475, -0.37688, 1.16992], [-1.81253, -2.12810, 1.04589], [-1.20357, -1.47553, -1.67471], [-1.72715, 1.69527, -0.63484], [-0.11188, 2.12986, -0.66797], [-0.85054, 1.78820, 0.96144]],
  "nbo_charge": [-0.12, -0.20, -0.39, -0.26, -0.07, -0.02, 0.00, -0.65, 0.24, 0.23, 0.18, 0.20, 0.21, 0.22, 0.22, 0.21],
  "relative_energy_kcal_mol": 191.3,
  "largest_force_ev_per_a": 5.07,
  "gap_ha": 0.30986,
  "smiles": "C[C@]12[C@@H]3C[C@]31C21C=C1",
  "homo_ev": -7.3581,
  "spin_multiplicity": 1
}